[1]
The following is a DFT calculation (ωB97M-V with the def2-TZVPD basis set) of 2 unconnected molecules or ions with the total composition C17H25NO5.

energy above the lowest of the compared OMol25 structures with the same formula, charge and spin	3.425	eV
electronic energy	-29759.2470	eV
molecular weight	323.39	g/mol
E_LUMO	-0.07	eV
gap between HOMO and LUMO	7.4453	eV

Structure (ORCA input):
```
! RIJCOSX wB97M-V def2-TZVPD def2/J DEFGRID3
* xyz 0 1
C 5.635 -1.025 2.038
O 4.845 0.179 2.172
C 3.543 0.172 1.766
C 2.860 1.412 1.857
C 1.517 1.478 1.536
C 0.788 0.312 1.143
C -0.642 0.366 0.844
N -1.501 -0.356 1.566
C -2.911 -0.012 1.666
C -1.042 -1.414 2.443
C 1.500 -0.903 1.048
C 2.858 -0.983 1.314
H 6.642 -0.691 2.276
H 5.315 -1.789 2.757
H 5.600 -1.426 1.017
H 3.397 2.291 2.226
H 0.970 2.424 1.579
H -1.042 1.306 0.444
H -3.390 -0.829 2.203
H -3.038 0.934 2.204
H -3.368 0.086 0.680
H -1.916 -1.730 3.015
H -0.660 -2.282 1.896
H -0.258 -1.053 3.116
H 0.999 -1.811 0.727
H 3.388 -1.946 1.247
H -1.556 1.523 -1.339
C -1.276 0.405 -1.417
C -0.092 0.131 -2.211
O 0.157 -0.810 -2.977
O 0.832 1.121 -2.012
C 1.888 0.999 -3.006
C 2.974 1.898 -2.515
C -2.379 -0.389 -1.907
O -2.448 -1.271 -2.756
O -3.529 -0.010 -1.257
C -4.685 -0.696 -1.806
C -5.804 -0.351 -0.869
H 2.201 -0.043 -3.061
H 1.503 1.303 -3.983
H 3.832 1.890 -3.187
H 2.607 2.926 -2.421
H 3.285 1.548 -1.524
H -4.870 -0.328 -2.821
H -4.488 -1.770 -1.846
H -6.748 -0.783 -1.200
H -5.564 -0.741 0.125
H -5.928 0.736 -0.793
*
```

---

[2]
The following is a DFT calculation (ωB97M-V with the def2-TZVPD basis set) of a molecular structure, C17H25O16Pd2.

energy above the lowest of the compared OMol25 structures with the same formula, charge and spin	4.598	eV
electronic energy	-57715.8972	eV
⟨S²⟩	6.010
molecular weight	698.21	g/mol
E_LUMO (spin up / spin down)	-9.75 / -13.40	eV
gap between HOMO and LUMO (spin up / spin down)	7.0159 / 3.3710	eV

Structure (ORCA input):
```
! RIJCOSX wB97M-V def2-TZVPD def2/J DEFGRID3
* xyz 3 5
Pd 3.795 3.219 1.626
Pd 3.673 3.160 -1.635
C 0.786 0.941 0.203
C 2.212 0.865 -0.356
O 3.147 1.847 0.031
H 0.856 0.562 1.234
H 0.089 0.240 -0.261
H 0.324 1.923 0.212
H 2.050 0.969 -1.442
H 2.605 -0.144 -0.182
C -1.661 2.773 1.692
C -1.299 3.000 3.164
O -2.362 3.782 3.651
C -3.312 3.983 2.707
O -4.250 4.685 2.781
O -2.996 3.246 1.585
H -1.626 1.770 1.275
H -1.063 3.440 1.053
H -0.350 3.510 3.333
H -1.201 2.038 3.677
C -1.754 -2.330 -0.030
C -3.046 -2.870 0.591
O -4.044 -2.041 0.009
C -3.486 -0.910 -0.430
O -4.129 0.059 -0.685
O -2.134 -1.029 -0.503
H -1.432 -2.936 -0.875
H -0.966 -2.267 0.718
H -3.060 -2.868 1.680
H -3.218 -3.892 0.258
C 3.336 -2.054 -2.850
C 3.117 -3.349 -2.053
O 1.708 -3.504 -2.070
C 1.130 -2.679 -2.972
O 0.045 -2.773 -3.426
O 2.036 -1.721 -3.336
H 4.004 -2.196 -3.697
H 3.675 -1.202 -2.260
H 3.381 -3.215 -0.998
H 3.710 -4.201 -2.378
C -2.710 1.925 -3.759
C -3.030 2.668 -2.458
O -4.281 3.344 -2.812
C -4.774 2.709 -3.794
O -5.898 2.938 -4.343
O -4.050 1.747 -4.284
H -2.372 0.921 -3.502
H -1.968 2.391 -4.402
H -2.273 3.361 -2.110
H -3.227 1.943 -1.664
C 4.465 -2.086 2.883
C 2.942 -1.766 2.811
O 2.410 -2.497 3.922
C 3.404 -2.788 4.706
O 3.169 -3.355 5.831
O 4.573 -2.529 4.278
H 5.086 -1.204 2.770
H 4.806 -2.869 2.213
H 2.612 -2.002 1.801
H 2.821 -0.682 2.874
*
```

---

[3]
The following is a DFT calculation (ωB97M-V with the def2-TZVPD basis set) of a molecular structure, C17H26B2F4N5O4RuSi.

electronic energy	-56360.2353	eV
⟨S²⟩	0.833
molecular weight	591.20	g/mol
E_LUMO (spin up / spin down)	-10.27 / -10.28	eV
gap between HOMO and LUMO (spin up / spin down)	4.3078 / 4.1319	eV

Structure (ORCA input):
```
! RIJCOSX wB97M-V def2-TZVPD def2/J DEFGRID3
* xyz 2 2
Ru -0.195 -0.005 -1.467
C 1.708 -3.890 -1.063
C 1.303 -2.468 -1.141
N 0.085 -2.052 -1.283
O -0.875 -2.994 -1.589
B -1.555 -2.697 -2.746
F -1.185 -1.594 -3.417
F -2.515 -3.456 -3.165
O -2.793 -0.458 -1.574
N -2.080 0.550 -1.443
C -2.434 1.838 -1.351
C -3.842 2.298 -1.359
C -1.277 2.688 -1.351
N -0.157 1.995 -1.485
O 0.955 2.636 -1.758
B 1.851 1.796 -2.680
F 2.693 2.560 -3.348
F 0.938 1.032 -3.455
O 2.598 0.768 -1.829
N 1.805 -0.237 -1.489
C 2.305 -1.399 -1.209
C 3.767 -1.668 -1.186
C -1.295 4.167 -1.344
H 0.841 -4.543 -1.027
H 2.325 -4.048 -0.177
H 2.318 -4.164 -1.926
H -4.491 1.485 -1.680
H -3.949 3.143 -2.039
H -4.152 2.628 -0.365
H 4.308 -0.749 -1.392
H 4.032 -2.402 -1.949
H 4.081 -2.061 -0.218
H -2.252 4.558 -1.014
H -1.086 4.534 -2.353
H -0.491 4.552 -0.716
C -2.880 -1.603 0.948
Si -1.443 -0.815 1.932
C -2.321 0.558 2.917
C -0.766 -2.449 2.654
N -0.091 0.021 1.161
C 0.949 0.560 1.778
C 1.191 0.361 3.182
C 2.308 0.865 3.788
C 3.254 1.596 3.056
C 3.031 1.841 1.696
C 1.903 1.368 1.082
H -3.417 -2.271 1.620
H -2.494 -2.196 0.121
H -3.578 -0.857 0.575
H -3.367 0.305 3.083
H -2.278 1.510 2.386
H -1.860 0.709 3.894
H -1.483 -2.824 3.386
H 0.202 -2.354 3.145
H -0.684 -3.191 1.861
H 0.479 -0.219 3.752
H 2.466 0.700 4.845
H 4.136 1.984 3.545
H 3.741 2.424 1.126
H 1.712 1.638 0.059
*
```

---

[4]
The following is a DFT calculation (ωB97M-V with the def2-TZVPD basis set) of 2 unconnected molecules or ions with the total composition C17H26BrClN2O8PSi.

electronic energy	-137144.2779	eV
molecular weight	560.82	g/mol
E_LUMO	1.51	eV
gap between HOMO and LUMO	6.7115	eV

Structure (ORCA input):
```
! RIJCOSX wB97M-V def2-TZVPD def2/J DEFGRID3
* xyz -1 1
C -1.540 1.619 -1.033
O -1.309 0.758 0.058
C -0.659 -0.455 -0.306
C 0.804 -0.594 0.281
C 1.680 -0.863 -0.947
C 3.193 -0.931 -0.760
O 3.809 0.329 -0.594
Si 4.376 1.148 -1.899
C 3.354 0.942 -3.473
C 4.305 2.962 -1.439
C 6.158 0.747 -2.335
C 1.052 0.823 0.905
O 0.881 0.933 2.135
O 1.341 1.710 0.062
N 0.777 -1.695 1.283
C 0.518 -3.020 0.732
C -0.469 -3.850 1.554
O -0.478 -5.021 1.554
Br -1.759 -2.852 2.603
P 2.105 -1.847 2.378
O 3.024 -0.555 2.150
Cl 1.212 -1.390 4.239
H -1.820 2.585 -0.618
H -0.636 1.763 -1.622
H -2.381 1.280 -1.646
H -0.604 -0.468 -1.393
H -1.309 -1.246 0.060
H 1.477 -0.028 -1.609
H 1.386 -1.766 -1.489
H 3.502 -1.603 0.040
H 3.589 -1.398 -1.673
H 2.866 -0.028 -3.538
H 2.620 1.738 -3.536
H 4.020 1.000 -4.334
H 5.196 3.257 -0.892
H 4.212 3.566 -2.340
H 3.404 3.103 -0.845
H 6.446 1.464 -3.107
H 6.852 0.881 -1.511
H 6.276 -0.235 -2.790
H 0.108 -2.968 -0.273
H 1.417 -3.634 0.685
H 2.841 0.123 2.818
C -5.381 0.075 3.430
C -6.708 -0.047 3.037
C -7.052 0.097 1.704
C -6.052 0.358 0.784
C -4.727 0.489 1.157
C -4.394 0.347 2.493
N -6.416 0.487 -0.636
O -7.593 0.387 -0.929
O -5.526 0.685 -1.435
H -5.114 -0.044 4.472
H -7.476 -0.257 3.769
H -8.080 0.003 1.389
H -3.957 0.694 0.431
H -3.360 0.443 2.799
*
```

---

[5]
The following is a DFT calculation (ωB97M-V with the def2-TZVPD basis set) of 3 unconnected molecules or ions with the total composition C17H26F5O5PS2.

electronic energy	-72821.0138	eV
SMILES	FC(F)(F)C(F)(F)[PH3]COc1ccccc1.O=S1(=O)CCCC1.O=S1(=O)CCCC1
molecular weight	500.49	g/mol
E_LUMO	-0.16	eV
gap between HOMO and LUMO	8.5080	eV

Structure (ORCA input):
```
! RIJCOSX wB97M-V def2-TZVPD def2/J DEFGRID3
* xyz 0 1
F -1.692 1.213 -2.338
C -1.067 0.278 -3.309
F -0.726 1.108 -4.519
F -2.070 -0.771 -3.631
C 0.340 -0.398 -2.801
F 0.698 -1.514 -3.711
F 1.443 0.622 -2.824
P 0.270 -1.037 -0.977
C 0.289 -1.695 0.816
O 1.494 -1.364 1.593
C 2.045 -0.046 1.240
C 1.466 1.416 1.702
C 2.238 2.831 1.255
C 3.628 2.847 0.334
C 4.198 1.366 -0.142
C 3.434 -0.017 0.309
H -0.811 -1.978 -1.296
H 1.609 -1.536 -1.156
H -0.107 0.280 -0.534
H 0.264 -2.886 0.735
H -0.723 -1.400 1.367
H 0.510 1.500 2.372
H 1.840 3.897 1.575
H 4.175 3.865 0.053
H 5.191 1.328 -0.793
H 3.914 -1.038 -0.036
O 2.658 -4.875 3.032
S 2.152 -4.076 4.129
O 0.775 -3.627 4.190
C 2.558 -4.895 5.658
C 3.937 -4.361 6.016
C 3.887 -2.861 5.730
C 3.238 -2.676 4.360
H 2.539 -5.977 5.519
H 1.815 -4.598 6.404
H 4.190 -4.568 7.060
H 4.698 -4.833 5.383
H 3.280 -2.364 6.496
H 4.884 -2.410 5.759
H 2.655 -1.753 4.312
H 3.982 -2.689 3.559
O -6.785 2.916 -2.294
S -5.910 3.849 -2.973
O -5.678 5.192 -2.481
C -4.337 3.056 -3.241
C -4.493 2.356 -4.582
C -5.217 3.351 -5.488
C -6.388 3.927 -4.693
H -4.120 2.370 -2.420
H -3.573 3.837 -3.291
H -3.525 2.060 -4.996
H -5.103 1.452 -4.465
H -4.528 4.158 -5.766
H -5.561 2.880 -6.413
H -6.588 4.966 -4.968
H -7.292 3.326 -4.821
*
```

---

- Which value of molecular weight does entry 3 give?
  591.20 g/mol

---

- The lowest molecular weight belongs to which entry?
  C17H25NO5

---

- Look up the electronic energy of the fourth one.
  -137144.2779 eV

---

- Among the records above, which one has the highest electronic energy?
  C17H25NO5